(1)
{"formula": "C4H13ClNO2Zr", "method": "ωB97M-V with the def2-TZVPD basis set", "species": ["Zr", "Cl", "C", "C", "C", "O", "C", "N", "H", "H", "H", "H", "H", "H", "H", "H", "H", "H", "H", "O", "H", "H"], "positions_angstrom": [[-3.862, 0.930, -0.722], [-2.756, -1.154, -1.835], [1.575, -1.450, -1.305], [0.438, -0.770, -0.583], [0.775, -0.405, 0.888], [-0.398, 0.156, 1.429], [-0.246, 0.576, 2.810], [0.199, 0.515, -1.310], [1.514, -1.498, -2.394], [1.811, -2.457, -0.934], [2.517, -0.917, -1.127], [-0.516, -1.292, -0.470], [1.606, 0.315, 0.900], [1.057, -1.298, 1.452], [0.365, -0.118, 3.391], [-1.261, 0.657, 3.180], [0.287, 1.534, 2.806], [0.861, 1.232, -1.017], [0.286, 0.359, -2.313], [-1.818, 1.598, -0.933], [-1.008, 1.009, -1.189], [-1.427, 2.478, -0.723]], "mulliken_charge": [1.950, -0.109, -1.403, 0.328, -0.884, -0.187, -0.681, -0.488, 0.406, 0.400, 0.421, 0.130, 0.468, 0.523, 0.349, 0.256, 0.355, 0.391, 0.331, -0.451, 0.540, 0.354], "total_charge": 3, "spin_multiplicity": 1, "total_energy_ev": -23709.0731, "de_lowest_kj_mol": 0.0, "max_force_ev_per_a": 7.7, "orbital_gap_ev": 3.316, "homo_energy_ev": -20.4}

***

(2)
{"formula": "C2H3ClNOP", "method": "ωB97M-V with the def2-TZVPD basis set", "species": ["C", "C", "N", "O", "P", "Cl", "H", "H", "H"], "positions_angstrom": [[-0.123, -1.235, -0.269], [-0.618, 0.236, 0.216], [-0.841, -2.216, -0.168], [-1.903, 0.491, -0.061], [-3.199, -0.072, 0.884], [-4.588, 0.064, -0.529], [0.853, -1.329, -0.863], [-0.412, 0.504, 1.353], [0.016, 0.987, -0.397]], "mulliken_charge": [0.169, -0.361, -0.452, -0.204, 0.212, -0.151, 0.306, 0.259, 0.220], "total_charge": 0, "spin_multiplicity": 1, "total_energy_ev": -27468.7559, "de_lowest_kj_mol": 333.8, "max_force_ev_per_a": 3.8, "orbital_gap_ev": [8.752, 7.311], "homo_energy_ev": [-9.5, -8.0]}

***

(3)
{"formula": "C10H10O4Si", "method": "ωB97M-V with the def2-TZVPD basis set", "species": ["C", "C", "C", "C", "C", "C", "C", "C", "C", "C", "O", "O", "O", "O", "Si", "H", "H", "H", "H", "H", "H", "H", "H", "H", "H"], "positions_angstrom": [[-3.884, 0.174, 0.420], [-3.090, 1.357, 0.320], [-3.229, -0.999, 0.724], [-1.737, 1.137, 0.278], [-1.867, -1.143, 0.535], [-1.060, -0.085, 0.356], [2.912, -1.507, -0.166], [2.903, 1.101, 0.387], [0.976, 0.188, -1.569], [3.447, -0.208, 0.083], [1.647, -1.630, 0.281], [1.724, 1.186, 0.910], [3.543, -2.470, -0.683], [3.543, 2.168, 0.151], [0.831, -0.171, 0.409], [-4.903, 0.308, 0.430], [-3.519, 2.316, 0.116], [-3.893, -1.977, 0.782], [-1.064, 1.992, 0.227], [-1.335, -2.077, 0.599], [1.824, -0.223, -2.181], [0.186, -0.054, -2.250], [1.093, 1.269, -1.813], [4.519, -0.102, -0.292], [0.433, -0.550, 1.945]], "mulliken_charge": [-0.408, -0.631, -0.536, -0.079, 0.062, -0.316, 0.555, 0.745, -1.388, -0.443, -0.217, -0.304, -0.814, -0.819, 0.255, 0.448, 0.364, 0.142, 0.239, 0.327, 0.374, 0.477, 0.349, 0.123, -0.502], "total_charge": -2, "spin_multiplicity": 1, "total_energy_ev": -26599.5868, "de_lowest_kj_mol": 0.0, "max_force_ev_per_a": 4.1, "orbital_gap_ev": 5.269, "homo_energy_ev": 0.1}

***

(4)
{"formula": "C20H21N5", "method": "ωB97M-V with the def2-TZVPD basis set", "species": ["N", "C", "N", "N", "C", "C", "C", "C", "C", "C", "C", "C", "C", "C", "C", "C", "N", "N", "C", "C", "C", "C", "C", "C", "C", "H", "H", "H", "H", "H", "H", "H", "H", "H", "H", "H", "H", "H", "H", "H", "H", "H", "H", "H", "H", "H"], "positions_angstrom": [[4.682, 3.809, 0.364], [3.638, 3.299, 0.312], [1.489, 3.141, -2.065], [-0.533, 2.029, -2.685], [2.371, 2.627, 0.264], [1.837, 1.862, 1.246], [0.503, 2.835, -2.950], [1.479, 2.539, -0.884], [-0.588, 1.536, -1.434], [-0.406, -4.232, 0.715], [0.592, -3.924, -0.216], [-1.633, -3.558, 0.653], [0.361, -2.980, -1.231], [-1.910, -2.649, -0.348], [0.414, 1.747, -0.506], [-0.916, -2.308, -1.309], [-1.712, 0.790, -1.127], [0.662, 1.279, 0.776], [-2.770, 1.566, -0.485], [2.444, 1.532, 2.573], [-1.202, -1.323, -2.444], [-2.180, -0.187, -2.133], [-0.010, 0.163, 1.458], [2.006, 0.106, 2.875], [0.468, 0.016, 2.899], [0.593, 3.340, -3.900], [-0.227, -4.922, 1.509], [1.537, -4.438, -0.180], [-2.436, -3.712, 1.366], [1.197, -2.691, -1.908], [-2.936, -2.238, -0.403], [-3.130, 2.339, -1.197], [-2.388, 2.131, 0.409], [-3.639, 1.011, -0.114], [3.546, 1.678, 2.573], [2.070, 2.221, 3.326], [-0.279, -0.898, -2.814], [-1.648, -1.906, -3.267], [-2.382, 0.313, -3.103], [-3.112, -0.648, -1.779], [0.174, -0.728, 0.871], [-1.066, 0.379, 1.484], [2.349, -0.602, 2.130], [2.469, -0.176, 3.845], [0.194, -1.001, 3.283], [0.027, 0.829, 3.548]], "mulliken_charge": [-0.585, -0.073, -0.691, -0.574, -0.890, 0.875, -0.561, 0.909, -0.089, -0.581, -0.517, -0.562, -0.338, -0.112, 0.267, 0.730, 0.990, 0.080, -1.137, -0.560, -1.177, -0.961, -0.036, -0.820, -0.789, 0.438, 0.421, 0.396, 0.381, 0.329, 0.172, 0.355, 0.322, 0.323, 0.454, 0.233, 0.334, 0.479, 0.287, 0.549, 0.051, 0.255, 0.349, 0.347, 0.374, 0.353], "smiles": "CN(CCc1ccccc1)c1ncnc2c(C#N)c3n(c12)CCCC3", "total_charge": 0, "spin_multiplicity": 1, "total_energy_ev": -28531.1848, "max_force_ev_per_a": 2.6, "orbital_gap_ev": 9.078, "homo_energy_ev": -8.6}